(1)
This record from the OMol25 dataset describes an isolated molecule of C22H27NO4 in a non-equilibrium geometry. The level of theory is ωB97M-V with the def2-TZVPD basis set.

**Energy relative to the best compared isomer or geometry (same formula, charge and spin)**: 694.08 kJ/mol
**Gap between HOMO and LUMO**: 7.76 eV
**SMILES**: CCOC(=O)C(C(=O)OCC)(c1ccccc1)[C@H](c1ccccc1)N(C)C
**Charge**: 0
**LUMO level**: 0.0265 Eh

Geometry as XYZ:
```
54
Properties=species:S:1:pos:R:3:forces:R:3:lowdin_charge:R:1
O 0.5214 -2.2291 6.1020 -0.60 3.47 -3.74 0.100
O -0.4521 -1.6014 1.6895 -0.94 -0.23 2.14 0.121
O -0.2046 -0.1559 5.4464 0.95 -0.44 1.41 -0.056
O -1.6298 -1.5844 3.6656 -0.88 -0.49 -0.55 -0.020
N 2.6332 -0.5440 1.9974 2.02 -1.37 -2.25 -0.216
C 2.5129 -5.4954 4.1901 0.48 0.31 -0.72 -0.090
C -0.5001 -1.5197 2.9157 -2.45 -2.58 -2.58 -0.476
C -0.7319 3.1033 1.5886 -0.08 -0.35 0.40 -0.106
C 0.6008 0.6570 2.2016 -0.85 1.56 -0.07 -0.114
C -1.1520 2.3212 2.6563 0.44 -0.73 -0.18 -0.069
C 3.2900 -1.8168 1.8036 0.24 0.15 -0.74 -0.072
C 1.3981 -2.9076 3.6746 -0.11 -0.57 0.29 -0.165
C -0.0827 0.3810 6.8135 -0.27 0.18 -0.07 -0.173
C 1.4753 -0.4518 2.7350 1.44 2.67 3.62 -0.214
C -3.9400 -0.8365 4.0207 -0.04 0.23 0.37 -0.076
C 3.4805 0.5946 1.5010 -0.19 -0.99 0.89 -0.060
C 0.8005 -1.4518 3.6893 -2.96 -5.03 -2.10 -0.183
C -1.0126 1.5803 6.8494 -0.26 0.31 0.14 -0.075
C 1.4142 -5.3363 3.3584 -0.49 0.72 -0.17 -0.069
C -0.5246 1.0953 2.9308 0.20 0.78 -0.06 -0.027
C 0.8172 1.3577 0.9544 0.46 -0.73 0.97 -0.023
C -3.0385 -1.6496 3.0939 0.66 0.51 -0.16 -0.132
C 3.1093 -4.3421 4.6874 -0.03 0.63 0.17 -0.071
C 0.3636 -1.3469 5.2011 0.90 -1.20 3.72 -0.342
C 0.2172 2.5972 0.7209 0.16 -0.80 -0.20 -0.089
C 0.8091 -4.0638 3.1321 0.53 -0.40 0.18 0.003
C 2.5529 -3.0839 4.4458 0.13 -0.27 0.15 -0.080
H -4.9655 -0.6932 3.6121 0.73 -0.32 0.00 0.087
H 4.5182 0.2681 1.7057 -0.32 0.53 -0.02 0.080
H 1.4849 0.9447 0.1764 -0.47 0.33 0.82 0.105
H 3.8862 -2.1648 2.6888 -0.41 0.17 -0.76 0.089
H -3.4164 -2.6885 3.0445 0.80 0.36 0.05 0.125
H -1.9540 2.6377 3.3072 -0.13 0.11 -0.02 0.096
H 3.0102 -6.4683 4.3159 -0.47 0.47 0.03 0.109
H 3.3700 0.6716 0.3972 0.18 0.20 0.69 0.079
H -3.5257 0.1763 4.1748 -0.10 -0.47 0.00 0.071
H -0.9103 0.5025 3.7631 0.35 0.82 -0.46 0.089
H 3.0161 -2.1971 4.8865 -0.03 -0.37 -0.05 0.129
H -1.1669 4.0625 1.4122 -0.23 0.48 -0.08 0.090
H -0.8611 2.1197 7.8014 -0.14 -0.21 -0.37 0.083
H 3.2911 1.5710 1.9936 -0.05 -0.73 -0.30 0.099
H -0.1027 -4.0322 2.5237 0.48 0.15 0.21 0.119
H -4.0500 -1.3416 4.9997 0.15 0.34 -0.44 0.083
H 0.9697 0.7032 6.9422 -0.49 -0.33 -0.07 0.134
H 0.4962 3.1472 -0.1727 -0.10 -0.08 0.05 0.103
H 3.9775 -1.6505 0.9567 -0.12 -0.49 0.30 0.085
H -0.3552 -0.3443 7.6123 0.26 0.19 -0.91 0.131
H -3.0260 -1.2185 2.0804 0.25 -0.24 0.38 0.123
H 2.5451 -2.5732 1.4959 0.55 0.16 0.29 0.102
H 1.0414 -6.2096 2.8345 -0.31 0.12 0.14 0.098
H -2.0741 1.2662 6.7873 0.58 0.14 0.04 0.084
H 1.8994 -0.4625 3.8956 0.77 3.74 -0.77 0.197
H 4.0305 -4.4035 5.2607 -0.18 -0.01 0.03 0.105
H -0.8096 2.2884 6.0250 -0.01 -0.40 0.34 0.079
```
Positions in Å, forces in eV/Å.



(2)
This record from the OMol25 dataset describes a cluster of 14 separate species, C25H78O25 in total in a non-equilibrium geometry. The level of theory is ωB97M-V with the def2-TZVPD basis set.

**Energy relative to the best compared isomer or geometry (same formula, charge and spin)**: 0.00 kJ/mol
**Gap between HOMO and LUMO**: 9.69 eV
**Charge**: 0
**LUMO level**: 0.0060 Eh

Geometry as XYZ:
```
128
Properties=species:S:1:pos:R:3:forces:R:3:lowdin_charge:R:1
O 1.6545 1.1556 5.4416 1.12 -0.79 1.04 -0.055
O -4.1357 -0.8076 -2.6574 0.51 0.19 0.01 -0.087
O -1.9138 -3.3605 1.0513 -0.74 0.29 0.47 -0.082
O 2.3782 -5.1240 -0.7913 0.00 -0.16 -0.08 -0.061
O 0.2352 0.9909 -5.8117 -1.19 -0.86 -1.18 -0.049
O 3.7768 -0.5367 -3.0670 -0.17 0.13 -0.49 -0.066
O 0.9640 3.6098 5.6769 -0.10 0.73 -1.01 -0.092
O -3.2772 2.2415 -4.0927 0.31 -0.04 0.94 -0.088
O 4.9692 1.6133 1.2178 0.87 0.14 0.67 -0.081
O -2.0481 -0.2396 -4.5455 0.04 0.46 -0.29 -0.092
O -5.7002 0.1635 0.3374 2.02 -0.46 -0.01 -0.078
O 3.0269 -2.3787 -0.1882 1.05 -0.70 -0.58 -0.089
O -0.0393 3.5507 -3.2093 0.38 0.36 -0.63 -0.101
O -0.3515 -2.9027 3.3119 0.20 0.21 -0.65 -0.074
O -4.4392 -0.1593 2.8906 0.96 -0.36 -0.04 -0.083
O -1.5089 2.7568 1.4933 1.78 -0.28 -0.58 -0.156
O -0.5121 0.1711 1.1526 0.32 -0.17 -0.24 -0.100
O 4.0997 1.7999 -1.2859 -0.61 0.03 -0.21 -0.094
O 2.1479 -3.4067 2.4501 -0.10 -1.50 -1.22 -0.140
O 1.1215 3.5324 0.9431 -0.12 -0.26 -0.48 -0.139
O -2.7696 -2.2004 4.0232 0.51 0.57 0.30 -0.057
O -2.6837 -4.1697 -1.3776 -0.38 -0.50 -0.86 -0.061
O -3.0982 1.5672 -1.0841 0.04 1.04 0.46 -0.079
O 1.5862 -0.0854 -1.2785 0.77 0.45 0.25 -0.084
O 2.0544 0.9438 1.5035 -0.19 -0.06 0.15 -0.086
C 3.8512 -3.2280 -1.0255 -0.76 -1.20 0.36 -0.186
C 0.1898 0.0553 -1.2217 -0.48 -1.11 -1.34 -0.212
C 0.4593 1.4896 4.8603 -1.39 1.86 -1.07 -0.276
C 0.3567 1.6146 -4.5964 0.15 1.02 1.33 -0.281
C -1.3481 -3.8695 -1.0861 0.18 -1.09 1.23 -0.238
C 2.9574 -4.2832 -1.7584 0.64 1.68 -0.09 -0.247
C 0.6285 2.9387 4.4072 0.01 0.26 0.94 -0.172
C -3.7113 3.0264 -2.9433 -0.44 -0.44 -0.69 -0.176
C -0.1588 3.0785 -4.5602 -0.12 -1.24 0.27 -0.197
C -2.6545 3.1112 2.1827 -1.55 -0.71 -0.78 -0.150
C -3.2238 -1.8039 -3.2042 -1.75 -0.04 0.45 -0.195
C 4.3754 0.5342 1.9555 -0.78 0.39 -0.48 -0.185
C 5.1284 1.1695 -1.9992 1.39 0.03 0.09 -0.260
C -1.0431 -4.2160 0.3880 0.76 0.11 -0.86 -0.232
C 4.6580 0.5355 -3.3204 0.09 0.76 2.06 -0.231
C -0.4697 -2.1272 4.4812 0.80 -1.19 1.01 -0.241
C -2.8069 -1.4366 -4.5750 -0.56 1.30 -0.58 -0.212
C -2.7699 2.7702 -1.8443 1.31 -1.70 1.63 -0.197
C -3.6799 -0.4604 1.6831 -0.93 0.77 -0.33 -0.193
C -1.7056 -1.3175 4.3954 -0.67 0.53 0.40 -0.250
C -4.6416 -0.8460 0.5639 -1.32 0.01 -0.01 -0.196
C 3.0010 -2.4431 2.9701 -0.50 2.10 -0.21 -0.151
C 1.5557 3.5349 -0.4315 -1.40 0.49 -0.40 -0.113
C -0.3981 -0.6528 -0.0508 0.21 0.66 2.12 -0.169
C 3.0390 1.0090 2.5241 1.10 -0.58 -0.38 -0.224
H 0.3181 0.0533 1.6663 -0.55 0.39 -0.57 0.075
H 0.3463 3.6895 -5.2945 0.39 0.37 -0.05 0.115
H 4.3005 1.3952 -3.9087 -0.41 -0.66 -0.39 0.119
H -0.1368 -0.4574 -2.1427 -0.20 0.08 0.27 0.126
H 5.0319 0.1669 2.7531 -0.02 0.07 -0.23 0.133
H -0.2150 3.4220 3.9338 -0.51 -0.14 0.06 0.106
H 4.1813 -0.2260 1.1969 0.01 -0.42 0.36 0.111
H 5.5205 0.0707 -3.7404 0.67 0.00 -0.77 0.107
H 5.5912 0.4013 -1.3469 -0.16 0.02 -0.38 0.121
H -2.6975 3.5316 -1.0657 -0.48 0.24 -0.28 0.126
H -3.8221 2.4104 -4.8479 -0.63 0.36 -0.54 0.090
H 0.1447 3.3860 0.9995 0.49 0.18 -0.05 0.061
H -3.2098 -3.9478 -0.6086 -0.07 0.17 0.39 0.082
H -1.3765 -1.0376 -0.2228 -0.83 -0.11 -0.30 0.088
H 4.0713 -2.6090 2.7843 -0.29 0.05 -0.24 0.093
H -5.3847 -0.1417 2.7106 0.08 0.08 -0.42 0.087
H 1.4502 2.9916 3.7145 0.51 0.18 -0.21 0.088
H -5.1312 0.8397 -0.0499 -0.50 0.78 -0.16 0.049
H -0.1796 1.0821 -3.8024 0.04 0.02 -0.11 0.089
H -1.1907 -2.7955 -1.1885 0.35 -0.03 -0.03 0.076
H 1.8470 -5.7621 -1.2715 -0.17 -0.23 0.18 0.087
H 4.4629 1.9242 -0.3923 -0.33 -0.01 0.02 0.035
H -1.7399 2.6820 -2.2162 -0.32 0.02 -0.16 0.096
H 5.7865 1.8411 1.6724 -0.06 0.25 -0.26 0.106
H 0.1335 0.8564 4.0366 0.63 -0.25 -0.15 0.100
H 0.2215 -1.4759 0.2860 0.21 -0.49 -0.55 0.122
H 3.0365 -0.2296 -2.5320 -0.32 0.23 0.10 0.037
H -4.9363 -0.6804 -3.1840 0.29 -0.37 -0.06 0.105
H -1.9025 -0.8249 5.3691 0.03 -0.28 -0.26 0.131
H -4.7102 2.6662 -2.6374 0.20 0.59 -0.20 0.135
H -4.1397 -1.0908 -0.3693 0.27 0.32 -0.07 0.086
H -5.2694 -1.7097 0.7559 0.39 -0.50 0.67 0.123
H -0.6846 -4.4105 -1.7480 -0.02 -0.18 -0.44 0.113
H 0.8952 3.7513 -3.0724 -0.15 -0.04 0.10 0.075
H 1.9805 0.3862 -0.5283 0.23 0.05 0.07 0.070
H 0.4435 -1.5529 4.7195 -0.38 0.26 -0.43 0.119
H -0.3821 1.5041 5.5390 -0.30 -0.27 0.66 0.119
H 2.6345 -1.4304 2.5634 1.04 -1.33 0.65 0.085
H 1.4132 1.5798 -4.3258 0.20 0.26 0.16 0.118
H -3.6543 4.0870 -3.1736 -0.40 0.13 -0.27 0.127
H -0.6219 0.5122 -5.7759 0.64 0.20 -0.14 0.076
H 3.5837 -4.7943 -2.4947 0.11 -0.37 0.17 0.113
H 2.6225 3.6613 -0.4790 0.38 -0.49 0.19 0.073
H 1.1732 2.6490 -0.9686 0.65 0.09 0.29 0.068
H 1.1155 4.5654 5.5216 -0.11 -0.94 0.03 0.104
H -2.2405 -2.1825 -5.1073 0.29 -0.42 0.07 0.127
H -1.2188 3.0865 -4.8132 0.04 0.00 0.12 0.097
H -1.5290 -0.5025 3.6857 -0.41 -0.10 -0.40 0.094
H -3.2264 0.8049 -1.6410 -0.08 -0.51 -0.87 0.036
H 5.9272 1.9360 -2.1788 -0.33 -0.60 -0.34 0.125
H -0.5439 -2.8238 5.3282 -0.22 0.02 0.03 0.126
H -2.6470 0.5197 -4.3766 0.40 -0.34 0.19 0.060
H -3.7143 -2.7680 -3.1722 -0.08 -0.32 -0.12 0.117
H -1.1282 -5.2748 0.7695 -0.19 0.76 -0.94 0.145
H 2.5073 -1.8634 -0.8029 -0.55 0.71 -0.15 0.041
H 4.4677 -2.7062 -1.7808 -0.43 0.18 0.51 0.110
H 4.5003 -3.7662 -0.3020 -0.22 0.24 -0.60 0.127
H 3.1763 2.0005 2.9180 -0.09 0.59 0.01 0.117
H -0.1698 1.0738 -1.3365 0.08 0.36 0.31 0.106
H -1.4856 -3.0768 1.8631 -0.02 0.11 0.96 0.042
H 1.1464 4.3811 -1.0221 -0.08 -0.07 0.65 0.083
H 0.5790 -3.0240 3.0550 0.04 -0.20 -0.02 0.042
H 2.8297 0.3736 3.3749 -0.66 -0.11 0.10 0.090
H -3.5486 -1.6503 3.8658 -0.13 0.11 0.01 0.054
H -3.0290 2.3172 2.8398 0.06 0.10 -0.05 0.086
H 2.3055 -3.5423 1.4837 -0.06 0.43 0.83 0.083
H 2.1801 -3.7615 -2.3651 0.31 -0.06 0.45 0.125
H 1.6608 1.8232 1.3090 0.23 0.16 0.40 0.061
H -2.9720 -1.2723 1.8739 -0.25 0.11 0.03 0.091
H -3.0868 0.4468 1.3910 -0.64 -0.71 0.20 0.098
H -2.4769 3.9919 2.7504 0.31 0.76 0.58 0.068
H 1.8454 1.9109 6.0362 0.05 -0.57 -0.29 0.099
H -3.7263 -1.2350 -5.1610 0.21 -0.36 0.02 0.131
H -2.4323 -1.8470 -2.4888 0.69 0.12 0.20 0.087
H -3.4334 3.3518 1.4354 -0.12 -0.09 0.45 0.085
H -1.4143 1.8114 1.2556 -0.27 0.17 0.30 0.052
H 0.0016 -3.9226 0.5300 0.17 -0.01 0.25 0.097
H 2.8484 -2.4489 4.0504 0.06 0.09 0.04 0.090
```
Positions in Å, forces in eV/Å.